Entry 1:
Density functional theory data (ωB97M-V with the def2-TZVPD basis set) for C35H29ClHgN5O4PS2 as an isolated structure.

Geometry (Å):
Hg -0.073 -0.628 0.020
Cl 5.662 -0.980 4.860
C 4.583 -0.883 3.478
C 5.101 -0.952 2.190
C 4.240 -0.871 1.122
C 2.837 -0.722 1.263
O 2.144 -0.646 0.169
C 2.326 -0.651 2.594
C 0.952 -0.438 3.021
N -0.114 -0.370 2.307
C -1.377 -0.116 2.824
C -1.669 -0.095 4.206
C -2.951 0.145 4.655
C -3.994 0.379 3.770
C -3.754 0.377 2.381
C -4.767 0.604 1.430
C -4.471 0.605 0.069
C -3.175 0.379 -0.327
N -2.176 0.171 0.557
C -2.425 0.136 1.891
C 3.234 -0.731 3.666
H 6.166 -1.068 2.037
H 4.619 -0.924 0.109
H 0.862 -0.291 4.098
H -0.892 -0.286 4.931
H -3.141 0.147 5.723
H -5.001 0.556 4.126
H -5.780 0.766 1.779
H -5.236 0.765 -0.679
H -2.906 0.348 -1.372
H 2.849 -0.665 4.677
N -0.361 2.533 0.065
N 0.022 3.814 0.432
C 1.116 4.051 1.198
N 1.259 5.389 1.494
S 2.167 2.914 1.762
H -0.310 2.421 -0.938
H -1.278 2.287 0.416
H -0.594 4.584 0.221
H 0.888 6.067 0.847
H 2.157 5.615 1.887
O -1.615 -4.578 -1.780
S -1.119 -3.226 -1.783
O -2.115 -2.168 -1.880
O -0.116 -2.951 -0.738
C -0.180 -3.041 -3.298
C 0.089 -4.180 -4.040
C 0.736 -4.080 -5.265
C 1.100 -2.834 -5.748
C 0.840 -1.697 -4.996
C 0.205 -1.780 -3.761
P -0.063 -0.242 -2.774
C 1.323 0.816 -3.329
C 2.468 0.805 -2.531
C 3.577 1.558 -2.895
C 3.552 2.335 -4.043
C 2.410 2.361 -4.834
C 1.303 1.606 -4.479
C -1.505 0.522 -3.597
C -1.728 1.894 -3.477
C -2.883 2.472 -3.978
C -3.838 1.682 -4.603
C -3.625 0.317 -4.727
C -2.468 -0.262 -4.227
H -0.234 -5.134 -3.648
H 0.944 -4.972 -5.842
H 1.591 -2.741 -6.709
H 1.155 -0.735 -5.377
H 2.490 0.235 -1.606
H 4.455 1.548 -2.262
H 4.415 2.929 -4.318
H 2.380 2.970 -5.730
H 0.420 1.632 -5.106
H -0.988 2.525 -2.998
H -3.040 3.539 -3.875
H -4.745 2.129 -4.988
H -4.370 -0.307 -5.205
H -2.326 -1.331 -4.292

Results
Energy (hartree): -3677.30805
E_HOMO (alpha / beta) (eV): -2.17 / -4.60
ΔE to the lowest compared entry with this formula, charge and spin (kJ/mol): 23.7
2S+1: 2
Strongest force on any atom (Eh/bohr): 0.0109
Total charge: -1

---

Entry 2:
Density functional theory data (ωB97M-V with the def2-TZVPD basis set) for a 2-piece molecular cluster, C3H5N3O overall at a distorted geometry.

Geometry (Å):
N 0.782 1.525 0.240
C 0.781 0.257 0.146
C 1.901 -0.586 -0.220
O 1.520 -1.803 -0.174
N 0.195 -2.020 0.176
C -0.303 -0.755 0.381
N -1.487 -0.393 0.713
H -1.973 2.054 -1.289
H -0.154 1.827 0.536
H 2.928 -0.376 -0.491
H -2.095 1.479 -0.829
H -2.095 -1.208 0.810

Results
Energy (hartree): -356.64674
E_HOMO (alpha / beta) (eV): -8.75 / -9.64
ΔE to the lowest compared entry with this formula, charge and spin (kJ/mol): 553.0
Strongest force on any atom (Eh/bohr): 0.0262
Total charge: 0

---

Entry 3:
Density functional theory data (ωB97M-V with the def2-TZVPD basis set) for an isolated molecule of C3H11N3O at a distorted geometry.

Geometry (Å):
C 0.117 -0.049 0.682
C 0.978 -0.636 -0.791
C -1.683 0.427 -0.915
N -0.906 0.836 0.241
N -0.393 -1.194 1.347
N 1.054 0.671 1.474
O 1.751 0.464 -1.272
H 1.151 1.081 -1.708
H -0.549 1.777 0.145
H -0.290 -1.206 2.355
H 1.741 1.105 0.866
H -1.187 -1.614 0.877
H 1.511 0.065 2.143
H 0.521 -1.236 -1.586
H 1.697 -1.319 -0.332
H -2.380 1.225 -1.165
H -0.877 0.069 -1.693
H -2.256 -0.468 -0.668

Results
Energy (hartree): -360.35433
E_HOMO (eV): -8.26
ΔE to the lowest compared entry with this formula, charge and spin (kJ/mol): 218.1
Strongest force on any atom (Eh/bohr): 0.0627
Total charge: 0

---

Entry 4:
Density functional theory data (ωB97M-V with the def2-TZVPD basis set) for a 9-piece molecular cluster, C29H47N5O6S4 overall at a distorted geometry.

Geometry (Å):
N -3.322 -1.761 -4.635
C -4.598 -1.864 -4.226
C -5.309 -0.822 -3.703
C -4.676 0.355 -3.421
C -3.328 0.506 -3.704
C -2.750 -0.606 -4.395
H -5.045 -2.802 -4.355
H -6.394 -0.989 -3.473
H -5.216 1.132 -2.835
H -2.831 1.421 -3.390
H -1.669 -0.602 -4.495
N -4.895 -4.376 -1.835
C -4.473 -5.608 -1.941
C -3.304 -6.067 -1.373
C -2.414 -5.093 -0.847
C -2.868 -3.803 -0.811
C -4.070 -3.456 -1.316
H -5.116 -6.245 -2.503
H -3.081 -7.188 -1.369
H -1.437 -5.392 -0.480
H -2.212 -3.154 -0.299
H -4.306 -2.361 -1.271
N -3.470 2.046 -0.365
C -3.076 1.085 0.522
C -3.919 0.387 1.312
C -5.280 0.657 1.347
C -5.743 1.537 0.470
C -4.795 2.263 -0.372
H -2.007 0.866 0.584
H -3.404 -0.415 1.893
H -6.001 0.127 2.063
H -6.768 1.773 0.426
H -5.131 2.986 -1.085
N 1.094 2.671 3.167
C -0.061 3.328 2.918
C -0.165 4.668 2.919
C 0.993 5.419 3.074
C 2.211 4.778 3.219
C 2.218 3.364 3.171
H -0.966 2.752 3.007
H -1.084 5.215 3.075
H 1.026 6.533 3.016
H 3.084 5.248 3.649
H 3.133 2.786 3.099
C 4.000 2.905 -0.064
S 5.681 2.430 0.510
O 5.538 1.721 1.780
C 5.782 1.004 -0.619
H 4.087 2.804 -1.146
H 3.843 3.934 0.319
H 3.449 2.173 0.523
H 4.937 0.344 -0.437
H 6.696 0.481 -0.378
H 5.880 1.286 -1.632
C 0.449 -1.134 -2.292
S 1.825 -2.400 -2.343
O 1.635 -3.241 -1.091
C 1.240 -3.393 -3.739
H -0.420 -1.771 -2.202
H 0.509 -0.585 -3.223
H 0.700 -0.513 -1.496
H 0.308 -3.886 -3.463
H 2.008 -4.148 -3.959
H 1.210 -2.808 -4.699
C 0.935 3.713 -0.810
S 1.402 3.994 -2.629
O 2.772 3.455 -2.843
C 0.339 2.725 -3.312
H -0.123 4.023 -0.622
H 1.556 4.346 -0.210
H 1.211 2.689 -0.583
H -0.715 3.016 -3.220
H 0.589 1.937 -2.641
H 0.655 2.522 -4.274
C 4.920 -0.630 5.110
S 3.911 -1.813 6.036
O 2.553 -1.757 5.461
C 4.920 -3.248 5.385
H 4.720 0.401 5.519
H 4.823 -0.615 4.021
H 5.949 -1.023 5.355
H 4.756 -4.187 5.851
H 5.946 -3.096 5.562
H 4.797 -3.244 4.320
C 1.366 -1.797 2.158
N 0.280 -0.845 1.719
O -0.876 -0.947 2.033
O 0.668 0.056 1.045
H 0.844 -2.782 2.254
H 1.786 -1.480 3.090
H 2.081 -1.916 1.446

Results
Energy (hartree): -3450.84337
E_HOMO (eV): -8.83
Strongest force on any atom (Eh/bohr): 0.0848
Total charge: 0